2 unconnected molecules or ions with the total composition C3H10NO3. Source: OMol25; level of theory: the ωB97M-V functional and the def2-TZVPD basis.

## Properties
Largest force on an atom, eV/Å: 1.5
Expectation value of S²: 0.76
HOMO-LUMO gap (spin up / spin down), Eh: 0.51449 / 0.11636
2S+1: 2
Charge: +2

Positions of all 17 atoms, in Å:
O: 1.02551 1.56681 -1.53010
C: 0.05378 0.94313 -1.19172
O: -0.65696 0.18965 -1.97578
C: -0.46899 0.95625 0.24508
C: -0.32886 -0.44176 0.82311
N: 0.30622 1.94637 1.06798
H: -0.26214 0.13970 -2.86776
H: -1.51834 1.25111 0.26209
H: -0.79078 -1.19358 0.19702
H: 0.72384 -0.72746 0.89079
H: -0.85228 -0.60518 1.77060
H: 1.32082 1.86158 0.89707
H: 0.26937 1.74749 2.06691
H: 0.05246 2.89444 0.79543
H: 0.44658 -3.70387 -1.26123
H: -0.01809 -3.53062 0.21665
O: 0.69783 -3.29407 -0.40616

natural (NBO) population analysis, charges in e, atoms 1 to 4: number 1, O, carries -0.270; number 2, C, carries 0.778; number 3, O, carries -0.570; number 4, C, carries -0.135



2 unconnected molecules or ions with the total composition C3H10NOP. Source: OMol25; level of theory: the ωB97M-V functional and the def2-TZVPD basis.

## Properties
Largest force on an atom, eV/Å: 4.1
HOMO-LUMO gap (spin up / spin down), Eh: 0.25235 / 0.30834

Positions of all 16 atoms, in Å:
C: 0.92530 0.19127 1.31639
C: 1.26103 -0.52829 -1.04974
C: -1.53816 1.38517 -1.18934
N: 0.48976 -0.68226 0.22034
O: -1.54678 -1.28108 1.64091
P: -1.03609 -1.22035 0.05034
H: 0.32901 -0.00198 2.19077
H: 2.06973 0.16068 1.40025
H: 0.81353 1.26392 1.11631
H: 1.79832 -1.46515 -1.23743
H: 0.48352 -0.25661 -1.88161
H: 2.04634 0.37480 -1.05607
H: -0.41398 1.38036 -1.31039
H: -1.96908 1.37942 -0.17586
H: -2.07288 1.55535 -2.04372
H: -1.63958 -2.25523 2.00885

natural (NBO) population analysis, charges in e, atoms 1 to 4: number 1, C, carries -0.421; number 2, C, carries -0.442; number 3, C, carries -0.657; number 4, N, carries -0.800



2 unconnected molecules or ions with the total composition C3H10NOS. Source: OMol25; level of theory: the ωB97M-V functional and the def2-TZVPD basis.

## Properties
Largest force on an atom, eV/Å: 2.7
HOMO-LUMO gap, Eh: 0.24749
Charge: -1

Positions of all 16 atoms, in Å:
C: 0.45805 -0.60772 1.41395
C: -0.36729 -1.19340 0.25058
C: 0.31087 -1.18829 -1.10754
S: 0.60856 0.53287 -1.78387
N: -1.75402 -0.60654 0.19835
H: 1.53061 -0.84606 1.36645
H: 0.41681 0.48939 1.38846
H: 0.10262 -0.94216 2.39549
H: -0.61786 -2.23135 0.49224
H: -0.14697 -1.77381 -1.88516
H: 1.34854 -1.54309 -0.96290
H: -1.82853 -0.37750 -0.79679
H: -1.82711 0.27742 0.68622
H: 0.67948 3.37024 0.22425
H: 0.51674 2.92307 -1.21650
O: 0.56949 3.71696 -0.66324

natural (NBO) population analysis, charges in e, atoms 1 to 4: number 1, C, carries -0.621; number 2, C, carries -0.065; number 3, C, carries -0.520; number 4, S, carries -0.783



2 unconnected molecules or ions with the total composition C3H10NOS. Source: OMol25; level of theory: the ωB97M-V functional and the def2-TZVPD basis.

## Properties
Largest force on an atom, eV/Å: 1.1
HOMO-LUMO gap, Eh: 0.24432
Charge: -1

Positions of all 16 atoms, in Å:
C: -1.06516 0.04445 -0.15478
C: 0.08271 -0.40713 0.72791
S: 1.72597 -0.02980 0.05959
C: -1.16726 -0.76713 -1.43351
N: -1.25258 -2.21231 -1.16892
H: -0.95935 1.07910 -0.49603
H: -2.02521 0.01655 0.39469
H: -0.09867 -1.44836 0.99476
H: -0.04858 0.08052 1.71105
H: -0.32728 -0.59721 -2.10671
H: -2.07357 -0.51458 -1.99557
H: -1.33309 -2.63203 -2.09271
H: -0.30939 -2.45096 -0.86158
H: 0.91281 2.57204 1.90283
H: -0.58686 2.31232 1.83553
O: 0.06902 3.00915 1.73091

natural (NBO) population analysis, charges in e, atoms 1 to 4: number 1, C, carries -0.423; number 2, C, carries -0.535; number 3, S, carries -0.722; number 4, C, carries -0.213



Energy above the lowest of the compared OMol25 structures with the same formula, charge and spin
In order: 29.1, 104.3, 9.6, 13.0
Unit: kcal/mol